Record 1
ORCA calculation (ωB97M-V/def2-TZVPD) on a structure of composition C8H16BaO14 in a non-equilibrium geometry.

Output
charge	-2
orbital gap	0.2199	Eh
relative energy (zero: lowest compared OMol25 entry of this formula, charge and spin)	210.6	kJ/mol
LUMO level	0.154	Eh
HOMO	-1.78	eV

Atoms and positions in Å:
1 Ba -0.25106 0.41586 -0.37134
2 O 0.07740 -2.55666 -3.83275
3 C -0.16037 -1.69460 -2.88300
4 O -0.13492 -2.04968 -1.71096
5 O -0.43298 -0.49266 -3.20670
6 H 0.32964 -3.17729 -3.14515
7 O -2.08326 4.78785 0.56877
8 C -2.22283 3.44216 0.62944
9 O -2.78154 3.06544 1.67924
10 O -1.75212 2.68690 -0.22620
11 H -1.59474 4.83108 -0.25650
12 O -0.40465 -1.30842 3.89086
13 C -0.42224 -0.77373 2.69155
14 O -1.02420 0.24895 2.54126
15 O 0.45358 -1.17027 1.97837
16 H 0.34615 -1.83692 3.61053
17 O 2.93954 1.22298 2.62428
18 C 1.92438 1.99321 2.29853
19 O 1.68054 2.03433 1.06094
20 O 1.34587 2.73487 3.14248
21 H 2.75744 0.88881 1.74293
22 C -3.91667 -1.95062 1.31965
23 C -3.23409 -2.06609 -0.05799
24 O -2.68400 -0.73969 -0.35230
25 H -4.95185 -1.62786 1.20861
26 H -3.38471 -1.30196 2.01562
27 H -3.81941 -2.95555 1.73045
28 H -4.13269 -2.25008 -0.64686
29 H -2.52800 -2.85260 -0.32436
30 H -3.40928 -0.11259 -0.40049
31 C 4.66279 0.44803 -1.89240
32 C 3.22628 -0.05004 -1.69237
33 O 2.14327 0.91438 -1.87835
34 H 5.02258 0.77986 -0.91848
35 H 4.73678 1.18571 -2.69143
36 H 5.35515 -0.35175 -2.15524
37 H 3.15141 -0.69436 -0.81638
38 H 3.16276 -0.80844 -2.47269
39 H 2.01016 1.14149 -2.80155

These are the Löwdin partial charges, in e, on atoms 1 to 8:
1. Ba 2.09
2. O 0.11
3. C -0.95
4. O -0.13
5. O -0.14
6. H 0.09
7. O 0.06
8. C -0.88


Record 2
ORCA calculation (ωB97M-V/def2-TZVPD) on a cluster of 4 separate species, C8H16Br8 in total in a non-equilibrium geometry.

Output
charge	0
orbital gap	0.3780	Eh
relative energy (zero: lowest compared OMol25 entry of this formula, charge and spin)	67.1	kJ/mol
LUMO level	0.011	Eh
structure (SMILES)	BrCCBr.BrCCBr.BrCCBr.BrCCBr
HOMO	-9.97	eV

Atoms and positions in Å:
1 Br -0.99924 0.00337 4.81448
2 C 0.26092 -0.75925 3.57422
3 C 1.23068 -1.73226 4.22652
4 Br 2.54302 -2.48366 2.98794
5 H 0.67089 -0.08795 2.81677
6 H -0.34445 -1.32279 2.85265
7 H 0.65362 -2.54397 4.65954
8 H 1.72043 -1.17118 5.02116
9 Br 0.75392 1.25359 -1.31727
10 C 0.80227 -0.63127 -0.67518
11 C -0.65185 -1.07606 -0.52679
12 Br -0.62116 -3.04862 -0.44965
13 H 1.31441 -0.59348 0.27536
14 H 1.32384 -1.23083 -1.41330
15 H -1.22660 -0.78554 -1.40314
16 H -1.16386 -0.61816 0.31434
17 Br 3.82519 -1.30129 -3.71141
18 C 2.66688 0.20360 -4.18711
19 C 3.36851 1.10442 -5.20007
20 Br 2.11264 2.54772 -5.58635
21 H 2.51320 0.82405 -3.30902
22 H 1.70960 -0.11056 -4.59150
23 H 3.66792 0.60292 -6.11483
24 H 4.18839 1.67696 -4.77896
25 Br -3.82315 -0.80319 1.86821
26 C -4.30711 1.10432 1.90817
27 C -3.47757 1.91183 0.94437
28 Br -1.58199 1.90439 1.50724
29 H -4.28223 1.43163 2.94372
30 H -5.36195 1.14884 1.63496
31 H -3.88037 2.92459 1.01887
32 H -3.60483 1.65783 -0.10394

These are the Löwdin partial charges, in e, on atoms 1 to 8:
1. Br 0.63
2. C -0.76
3. C -0.69
4. Br 0.61
5. H 0.04
6. H 0.04
7. H 0.05
8. H 0.05


Record 3
ORCA calculation (ωB97M-V/def2-TZVPD) on a cluster of 2 separate species, C8H16BrClNO6P in total.

Output
charge	-2
orbital gap	0.0597	Eh
LUMO level	0.106	Eh
HOMO	1.27	eV

Atoms and positions in Å:
1 C 3.00776 1.21963 0.88826
2 C 2.41313 1.05866 -0.52160
3 C 1.25804 2.01682 -0.75338
4 O 0.29592 1.89255 0.30916
5 N -1.02394 1.69178 -0.11150
6 C -1.55547 0.36409 0.33289
7 C -0.53956 -0.75048 0.20544
8 C -1.11012 -2.09182 0.63396
9 Br -2.41931 -2.74285 -0.61177
10 C -1.89534 2.86387 0.42537
11 C -1.66162 3.19338 1.81100
12 O -0.81417 3.96409 2.25607
13 Cl -2.91324 2.51636 2.95426
14 H 2.60298 0.48060 1.57821
15 H 2.78461 2.20774 1.29602
16 H 4.09245 1.10739 0.86433
17 H 2.06629 0.03621 -0.66698
18 H 3.18435 1.30608 -1.25456
19 H 1.63352 3.04573 -0.74590
20 H 0.81136 1.85088 -1.73385
21 H -1.11341 1.73214 -1.16872
22 H -1.93909 0.47293 1.34698
23 H -2.40153 0.18334 -0.33786
24 H -0.24237 -0.85608 -0.84184
25 H 0.33698 -0.54464 0.82158
26 H -1.51966 -2.07513 1.64320
27 H -0.30757 -2.82909 0.61344
28 H -2.92290 2.54061 0.22830
29 H -1.61654 3.72125 -0.21471
30 O -0.30661 -5.85487 -0.47827
31 P 0.30587 -5.52484 -1.85156
32 O 1.32302 -6.61462 -2.21447
33 O 1.03256 -4.16398 -1.83619
34 O -0.84641 -5.41771 -2.86527

These are the Löwdin partial charges, in e, on atoms 1 to 8:
1. C -0.10
2. C -0.22
3. C -0.22
4. O -0.12
5. N -0.10
6. C -0.15
7. C -0.28
8. C -0.60


Record 4
ORCA calculation (ωB97M-V/def2-TZVPD) on a cluster of 2 separate species, C8H16BrIN4O in total in a non-equilibrium geometry.

Output
charge	0
orbital gap	0.2199	Eh
relative energy (zero: lowest compared OMol25 entry of this formula, charge and spin)	0.0	kJ/mol
LUMO level	-0.025	Eh
HOMO	-6.67	eV

Atoms and positions in Å:
1 C -2.86405 1.49765 -2.48278
2 C -1.63746 0.90733 -1.76483
3 I 0.09535 1.56654 -2.85494
4 C -1.75654 -0.61171 -1.68590
5 C -0.83080 -1.38362 -0.75196
6 C 0.71354 -1.37482 -0.89922
7 N 1.20699 -0.81331 0.36581
8 C 1.95710 0.46557 0.37845
9 C 1.21987 1.61530 1.01679
10 N 1.22486 2.79898 0.57983
11 C 0.22725 -1.02481 1.28173
12 N 0.42176 -1.14418 2.55862
13 Br 2.19441 -1.09240 3.39507
14 N -1.03557 -1.09681 0.70011
15 H -3.72325 0.83054 -2.40409
16 H -3.09486 2.49609 -2.11548
17 H -2.65735 1.60921 -3.54776
18 H -1.60232 1.32987 -0.76060
19 H -1.73193 -1.06319 -2.68087
20 H -2.76674 -0.79709 -1.30043
21 H -1.09996 -2.42888 -0.91994
22 H 0.99466 -2.43176 -0.90364
23 H 1.17311 -0.96559 -1.79110
24 H 2.91278 0.31488 0.88677
25 H 2.18154 0.72880 -0.65396
26 H 0.65844 1.44028 1.93531
27 H 1.77962 2.88181 -0.27437
28 H -0.38470 -1.26206 3.15640
29 H -1.49354 -1.91262 1.09713
30 O 3.93621 -0.69454 5.66304
31 H 3.78156 -0.38547 4.77680

These are the Löwdin partial charges, in e, on atoms 1 to 8:
1. C -0.18
2. C -0.74
3. I 0.93
4. C -0.23
5. C -0.27
6. C -0.10
7. N -0.04
8. C -0.15


Record 5
ORCA calculation (ωB97M-V/def2-TZVPD) on an isolated molecule of C8H16Cl2OSi in a non-equilibrium geometry.

Output
charge	0
orbital gap	0.3724	Eh
relative energy (zero: lowest compared OMol25 entry of this formula, charge and spin)	171.0	kJ/mol
LUMO level	0.026	Eh
structure (SMILES)	CC(C)=C[C@H](O[SiH](C)C)C(Cl)Cl
HOMO	-9.43	eV

Atoms and positions in Å:
1 C 2.18963 -2.91739 0.76061
2 C 1.40853 -1.83562 0.05551
3 C 2.02238 -1.30915 -1.25285
4 C 0.17386 -1.48980 0.39853
5 C -0.69836 -0.58843 -0.25484
6 O -1.02745 0.59658 0.60394
7 Si -0.19584 2.01443 0.60896
8 C -0.23622 2.86944 -1.14489
9 C -1.46168 2.84876 1.70212
10 C -2.13728 -1.15212 -0.49520
11 Cl -2.91943 -1.47596 1.06867
12 Cl -3.20983 -0.03772 -1.39732
13 H 1.39975 -3.69558 1.18840
14 H 2.72331 -2.51684 1.57366
15 H 2.83083 -3.42595 -0.05663
16 H 2.42758 -0.34443 -0.96171
17 H 2.88580 -1.90933 -1.57908
18 H 1.31792 -1.39992 -2.20613
19 H -0.15443 -1.75480 1.38516
20 H -0.13337 -0.18430 -1.09978
21 H 1.29683 1.60852 0.93614
22 H -1.35993 2.77884 -1.22823
23 H 0.09248 3.84443 -0.99777
24 H 0.18544 2.43989 -2.04580
25 H -1.03695 3.76075 2.29384
26 H -2.20016 3.11926 0.85278
27 H -2.01355 2.31365 2.46965
28 H -2.16986 -2.15723 -1.17772

These are the Löwdin partial charges, in e, on atoms 1 to 8:
1. C -0.06
2. C -0.32
3. C -0.06
4. C -0.12
5. C -0.44
6. O -0.35
7. Si 0.47
8. C -0.17


Record 6
ORCA calculation (ωB97M-V/def2-TZVPD) on a cluster of 3 separate species, C8H16Cl6 in total in a non-equilibrium geometry.

Output
charge	-1
orbital gap (alpha / beta)	0.0777 / 0.3147	Eh
multiplicity	2
LUMO level (alpha / beta)	0.091 / 0.090	Eh
⟨S²⟩	0.75
HOMO (alpha / beta)	0.36 / -6.10	eV

Atoms and positions in Å:
1 C 0.01781 -1.37049 -0.53635
2 C -0.04132 -0.82546 -1.94759
3 C 0.87980 0.29858 -2.47385
4 C 0.40405 1.53994 -1.74820
5 C 1.28597 2.75186 -2.04451
6 C 0.98237 3.97821 -1.20679
7 H -0.77083 -2.09100 -0.31951
8 H -0.02992 -0.59362 0.22674
9 H 0.90173 -2.00464 -0.46852
10 H 0.05081 -1.62879 -2.67853
11 H -1.10070 -0.65050 -2.13518
12 H 0.70124 0.43347 -3.54062
13 H 1.95121 0.21657 -2.29087
14 H -0.57228 1.81992 -2.14379
15 H 0.29955 1.42139 -0.66971
16 H 2.33263 2.49431 -1.88246
17 H 1.27807 2.87357 -3.12766
18 H -0.00649 4.43470 -1.25039
19 H 1.35493 3.94485 -0.18299
20 H 1.72910 4.66263 -1.60933
21 C 1.09545 -1.19616 2.96405
22 Cl 2.06914 -2.52127 2.25709
23 Cl 2.00852 0.30696 2.74589
24 Cl 0.80515 -1.47200 4.73909
25 H 0.13446 -1.08778 2.46121
26 C -3.65469 -3.07770 3.35219
27 Cl -3.27056 -2.63284 5.03672
28 Cl -4.11421 -4.83272 3.27627
29 Cl -2.30064 -2.76184 2.27262
30 H -4.42036 -2.43015 2.92495

These are the Löwdin partial charges, in e, on atoms 1 to 8:
1. C -0.12
2. C -0.28
3. C -0.20
4. C -0.25
5. C -0.29
6. C -0.12
7. H 0.05
8. H 0.05


Question: Look up the charge of the sixth one.
Answer: -1


Question: charge of number 3 (C8H16BrClNO6P)?
Answer: -2